Entry 1:
100
Properties=species:S:1:pos:R:3 method="wB97M-V/def2-TZVPD" homo_ev="-16.1 / -16.6" spin_multiplicity=3 charge=+3 total_energy_ha=-2577.230380 e_above_lowest_ev=3.579 homo_lumo_gap_ev="5.68 / 6.05" e_lumo_ev="-10.46 / -10.60"
C 2.211 -1.812 -1.144
C 2.153 0.337 -2.043
C 3.175 -2.187 -2.072
C 2.805 -0.146 -3.218
C 3.432 -1.386 -3.184
H 3.673 -3.142 -1.907
H 2.840 0.539 -4.060
H 4.147 -1.690 -3.937
N 1.750 -0.544 -1.033
P 0.134 -2.603 0.677
P 1.252 2.214 -0.269
C 1.781 -2.851 -0.129
H 1.768 -3.828 -0.653
H 2.559 -2.892 0.662
C 1.926 1.741 -1.867
H 1.613 2.218 -2.814
C -0.148 3.657 -0.583
C 3.038 2.883 0.067
C -1.066 -3.359 -0.608
C 0.325 -3.881 2.102
C -1.597 3.247 -0.263
H -1.747 2.921 0.774
H -2.241 4.137 -0.405
H -1.986 2.464 -0.925
C 0.208 4.807 0.379
H 0.181 4.454 1.423
H 1.188 5.260 0.184
H -0.544 5.611 0.289
C -0.145 4.108 -2.048
H -0.783 5.006 -2.145
H 0.850 4.380 -2.417
H -0.569 3.345 -2.721
C 3.142 3.525 1.443
H 3.029 2.779 2.240
H 4.160 3.927 1.505
H 2.438 4.346 1.603
C 4.058 1.728 0.017
H 3.824 0.956 0.762
H 4.127 1.263 -0.970
H 5.053 2.144 0.231
C 3.301 3.890 -1.091
H 3.234 3.374 -2.058
H 2.580 4.712 -1.082
H 4.315 4.292 -1.014
C -1.044 -4.257 2.692
H -0.880 -4.878 3.583
H -1.580 -3.364 3.019
H -1.670 -4.825 2.000
C 1.155 -3.180 3.188
H 2.166 -2.927 2.849
H 0.638 -2.277 3.530
H 1.243 -3.867 4.040
C 1.037 -5.192 1.698
H 1.063 -5.833 2.593
H 0.494 -5.747 0.926
H 2.069 -5.027 1.366
C -0.691 -2.935 -2.039
H -1.446 -3.333 -2.726
H -0.682 -1.857 -2.161
H 0.292 -3.310 -2.341
C -2.440 -2.825 -0.167
H -2.557 -1.750 -0.342
H -3.228 -3.342 -0.733
H -2.618 -3.030 0.898
C -1.135 -4.892 -0.666
H -0.199 -5.328 -1.040
H -1.421 -5.352 0.283
H -1.921 -5.144 -1.399
W 0.349 -0.032 0.632
C 1.743 -0.046 2.037
O 2.555 0.035 2.896
N -1.141 0.075 -0.887
C -2.094 -0.186 -1.656
C -2.336 0.387 -3.009
C -3.686 0.649 -3.287
C -1.344 0.775 -3.974
C -4.088 0.807 -4.632
H -4.425 0.552 -2.485
C -1.750 1.018 -5.304
H -0.287 0.859 -3.703
C -3.116 0.963 -5.640
H -5.133 0.714 -4.955
H -0.966 1.187 -6.043
H -3.433 1.048 -6.689
C -3.507 -0.627 4.854
N -2.747 0.285 4.006
C -3.072 1.603 3.979
C -2.206 2.466 3.373
C -1.030 1.902 2.854
N -0.945 0.612 2.451
C -1.697 -0.248 3.267
O -1.452 -1.461 3.396
N 0.092 2.655 2.713
H -2.868 -0.995 5.662
H -3.875 -1.467 4.263
H -4.342 -0.065 5.273
H -3.988 1.866 4.526
H -2.381 3.539 3.396
H 0.126 3.510 3.233
H 0.956 2.145 2.705

=====

Entry 2:
100
Properties=species:S:1:pos:R:3 method="wB97M-V/def2-TZVPD" homo_ev="-15.5 / -15.5" charge=+3 total_energy_ha=-4975.043536 e_above_lowest_ev=0.559 homo_lumo_gap_ev="5.77 / 5.76" e_lumo_ev="-9.72 / -9.72"
C -2.287 2.191 -0.385
C -0.713 1.930 -2.116
C -2.852 3.320 -1.008
C -1.175 3.064 -2.790
C -2.271 3.726 -2.221
H -3.677 3.820 -0.509
H -0.671 3.369 -3.713
H -2.677 4.590 -2.732
N -1.362 1.467 -1.027
P -1.398 1.088 2.133
P 0.496 -0.695 -2.452
C -2.718 1.702 1.005
H -3.190 2.509 1.574
H -3.458 0.896 0.900
C 0.586 1.210 -2.457
H 0.942 1.485 -3.454
C 2.245 -1.382 -2.615
C -0.799 -1.304 -3.607
C -0.233 2.434 2.644
C -2.129 -0.002 3.436
C 2.904 -1.770 -1.272
H 2.525 -2.738 -0.894
H 3.983 -1.904 -1.439
H 2.813 -0.990 -0.502
C 2.144 -2.656 -3.458
H 1.621 -3.457 -2.915
H 1.652 -2.469 -4.419
H 3.175 -2.984 -3.637
C 3.100 -0.307 -3.292
H 3.906 -0.829 -3.820
H 2.551 0.290 -4.030
H 3.551 0.370 -2.554
C -0.979 -2.832 -3.401
H -0.657 -3.196 -2.411
H -2.044 -3.074 -3.504
H -0.440 -3.386 -4.182
C -2.149 -0.604 -3.313
H -2.400 -0.577 -2.239
H -2.175 0.411 -3.734
H -2.923 -1.203 -3.818
C -0.284 -0.905 -4.999
H 0.659 -0.332 -5.020
H -0.169 -1.808 -5.611
H -1.052 -0.289 -5.482
C -1.006 -0.672 4.252
H -1.391 -1.622 4.647
H -0.119 -0.917 3.641
H -0.695 -0.055 5.107
C -2.999 -1.105 2.799
H -3.715 -0.733 2.055
H -2.413 -1.937 2.381
H -3.598 -1.520 3.625
C -2.999 0.955 4.260
H -3.923 0.424 4.506
H -2.497 1.207 5.204
H -3.285 1.877 3.732
C 0.338 3.193 1.415
H 0.116 4.272 1.493
H 1.420 3.031 1.314
H -0.086 2.883 0.458
C 0.946 1.801 3.408
H 1.406 0.960 2.857
H 1.719 2.574 3.500
H 0.662 1.478 4.417
C -1.046 3.402 3.500
H -1.891 3.826 2.939
H -1.396 2.942 4.428
H -0.360 4.219 3.758
Pb -0.079 -0.352 0.271
C -2.101 -1.500 -0.173
O -2.997 -2.246 -0.232
N 1.667 1.017 -0.173
C 1.638 1.575 -1.320
C 2.686 2.602 -1.570
C 3.828 2.530 -0.754
C 2.566 3.598 -2.541
C 4.869 3.439 -0.929
H 3.865 1.745 0.008
C 3.609 4.516 -2.709
H 1.656 3.650 -3.147
C 4.756 4.435 -1.910
H 5.763 3.363 -0.303
H 3.511 5.293 -3.470
H 5.562 5.149 -2.051
C 1.157 -3.388 4.323
N 0.068 -3.883 3.461
C -0.836 -4.852 3.848
C -1.545 -5.188 2.706
N -1.039 -4.401 1.695
C -1.430 -4.628 0.286
C -0.035 -3.579 2.141
Se 1.225 -2.527 1.317
H 2.139 -3.638 3.925
H 1.029 -3.850 5.299
H 1.110 -2.305 4.457
H -0.877 -5.233 4.867
H -2.327 -5.931 2.538
H -1.188 -5.654 -0.017
H -2.505 -4.483 0.168
H -0.905 -3.938 -0.367